Entry 1:
{
  "formula": "C4H10N2O2",
  "method": "ωB97M-V/def2-TZVPD",
  "symbols": ["H", "H", "C", "H", "H", "H", "C", "H", "O", "N", "H", "N", "C", "O", "H", "C", "H", "H"],
  "positions_angstrom": [[-0.962, 1.402, 0.870], [-1.114, 2.821, -0.085], [0.768, 1.735, -0.245], [-0.054, -3.976, -0.147], [0.844, 3.569, -1.394], [-0.147, -0.602, 0.736], [-1.203, -2.349, 0.646], [0.670, -2.394, -0.413], [1.323, 0.712, 0.282], [-1.084, -0.988, 0.898], [0.756, -2.943, 1.161], [-0.551, 2.062, 0.248], [1.274, 2.549, -1.351], [-2.297, -2.889, 0.682], [2.363, 2.653, -1.213], [0.090, -2.996, 0.294], [1.117, 2.156, -2.387], [-1.794, -0.522, 1.418]],
  "atomic_forces_ev_per_a": [[-0.14, 0.07, 0.12], [0.06, 0.04, -0.11], [-1.79, 0.27, 0.08], [0.04, -0.20, 0.38], [-0.05, -0.09, 0.27], [-0.16, 0.85, 0.29], [-1.05, 2.48, 0.14], [-0.38, 0.18, -0.20], [0.42, -0.59, 0.15], [1.26, -2.20, -0.60], [-0.23, -0.63, 0.11], [0.74, 0.08, -0.24], [0.40, 0.20, -0.19], [0.14, -0.80, 0.16], [0.08, 0.01, -0.23], [0.88, 0.23, -0.37], [0.08, -0.10, 0.18], [-0.31, 0.19, 0.03]],
  "homo_energy_ev": [1.071, -4.477],
  "charge": -1,
  "orbital_gap_ev": [2.7, 8.2],
  "multiplicity": 2
}

=====

Entry 2:
{
  "formula": "C4H10N2O2",
  "method": "ωB97M-V/def2-TZVPD",
  "symbols": ["O", "N", "C", "O", "H", "H", "H", "H", "H", "C", "H", "H", "C", "H", "C", "H", "H", "N"],
  "positions_angstrom": [[0.381, -1.081, 1.790], [-0.812, 0.715, -0.454], [0.896, -2.047, 1.114], [0.993, -3.169, 1.536], [-0.327, 0.565, -2.486], [2.290, -2.262, -0.499], [-0.753, 2.133, -1.935], [-0.990, 2.663, 0.300], [0.609, -1.932, -1.005], [-0.720, 1.622, 0.550], [-2.025, 0.868, -2.146], [1.609, -0.625, -0.379], [-1.019, 1.084, -1.819], [-0.583, 2.127, 2.367], [1.390, -1.699, -0.287], [-0.688, -0.268, -0.232], [0.031, -0.060, 1.812], [-0.281, 1.367, 1.774]],
  "atomic_forces_ev_per_a": [[-0.42, -1.07, 1.26], [0.35, -1.75, -0.71], [0.04, 1.50, -0.86], [0.21, -1.44, 0.39], [0.11, -0.34, -0.13], [0.02, -0.27, -0.17], [-0.30, 0.26, 0.00], [-0.14, -0.55, -0.26], [-0.04, -0.20, -0.20], [-1.08, 3.29, -0.76], [-0.52, 0.27, -0.32], [-0.11, -0.30, 0.09], [0.76, -0.19, 0.45], [0.27, -0.44, 0.29], [0.23, 0.70, 0.20], [-0.29, 0.49, -0.11], [0.26, 1.72, -0.19], [0.67, -1.68, 1.04]],
  "homo_energy_ev": [0.916, -4.101],
  "charge": -1,
  "orbital_gap_ev": [3.0, 7.9],
  "multiplicity": 2
}

=====

Entry 3:
{
  "formula": "C4H10N2O2",
  "method": "ωB97M-V/def2-TZVPD",
  "symbols": ["H", "H", "H", "O", "C", "H", "C", "O", "H", "H", "C", "H", "C", "H", "H", "H", "N", "N"],
  "positions_angstrom": [[0.605, 0.107, 1.697], [1.037, 0.928, -1.067], [-1.204, -1.263, 1.042], [-0.827, 2.501, -1.176], [0.654, -0.182, 0.647], [-2.016, 2.423, 1.129], [0.285, -2.674, 0.207], [1.211, -2.722, -0.891], [-0.867, -1.076, -0.591], [-0.454, -3.423, -0.068], [-0.514, 1.870, -0.188], [-0.639, 1.761, 1.871], [-0.360, -1.300, 0.345], [0.865, -2.888, 1.097], [1.660, -0.598, 0.550], [1.697, -1.918, -1.072], [-1.126, 1.976, 1.023], [0.548, 0.986, -0.201]],
  "atomic_forces_ev_per_a": [[-0.08, 0.01, 0.03], [-0.03, 0.19, -0.56], [0.34, -0.35, 0.31], [-0.27, 0.06, -0.05], [0.00, -0.34, 0.29], [0.06, 0.30, -0.36], [0.60, 1.06, -0.68], [-0.29, -0.65, -0.37], [0.20, 0.09, -0.39], [0.01, -0.16, 0.53], [0.51, -0.09, -0.47], [0.06, -0.16, 0.01], [-0.57, 0.19, -0.31], [-0.26, -0.51, 0.46], [0.08, 0.23, -0.15], [-0.12, 0.35, 0.39], [-0.36, -0.22, 0.67], [0.12, -0.01, 0.66]],
  "homo_energy_ev": -9.627,
  "orbital_gap_ev": 10.3,
  "smiles": "NC(=O)NCCCO"
}

=====

Entry 4:
{
  "formula": "C4H10N2O2",
  "method": "ωB97M-V/def2-TZVPD",
  "symbols": ["H", "O", "H", "C", "O", "C", "H", "N", "H", "H", "H", "H", "H", "H", "C", "C", "H", "N"],
  "positions_angstrom": [[0.137, -0.073, -2.161], [-0.827, -0.144, -2.000], [-0.496, -1.919, -0.263], [1.708, -0.465, 0.233], [-1.560, -1.116, 1.263], [1.219, 0.795, -0.014], [2.263, -0.926, -0.578], [2.096, -0.945, 1.494], [-2.171, 1.206, 0.683], [-1.585, 2.119, -0.707], [1.912, -1.941, 1.563], [0.857, 1.398, 0.808], [-2.875, 0.890, -0.937], [1.678, -0.458, 2.274], [-0.852, -1.021, 0.276], [-1.972, 1.151, -0.385], [1.445, 1.325, -0.926], [-0.978, 0.125, -0.620]],
  "atomic_forces_ev_per_a": [[-0.44, 0.16, 0.11], [0.63, -0.34, 0.82], [0.91, 0.43, 0.36], [1.81, 3.59, -0.67], [1.81, 0.44, -0.06], [2.38, -1.90, 1.39], [-0.29, -0.41, -0.07], [-0.85, -0.81, -0.18], [-0.06, -0.17, -0.03], [-0.03, 0.00, -0.14], [0.13, 0.05, 0.33], [-0.19, 0.03, 0.02], [-0.20, 0.26, 0.11], [-0.11, 0.02, 0.01], [-4.40, 0.83, -2.48], [0.27, -0.44, -0.11], [-0.46, -0.27, -0.40], [-0.92, -1.48, 0.99]],
  "homo_energy_ev": -7.633,
  "orbital_gap_ev": 8.3,
  "smiles": "CN(O)C=O.C=CN"
}

=====

Entry 5:
{
  "formula": "C4H10N2O2",
  "method": "ωB97M-V/def2-TZVPD",
  "symbols": ["C", "H", "N", "H", "N", "H", "H", "H", "C", "H", "H", "H", "C", "O", "O", "C", "H", "H"],
  "positions_angstrom": [[0.076, 1.791, -0.944], [1.013, 0.708, 0.558], [-0.130, -0.607, -0.572], [0.621, -3.679, 0.110], [0.290, -2.994, -0.483], [0.483, 3.229, 0.364], [-1.084, 1.815, 1.618], [0.985, 1.929, -1.512], [-1.303, 0.929, 1.057], [-0.787, 1.678, -1.660], [-1.530, 0.168, 1.779], [-2.110, 1.216, 0.393], [0.015, 0.687, 0.074], [-0.211, 3.036, -0.292], [1.182, -1.591, 1.046], [0.403, -1.673, 0.091], [-0.660, -3.263, -0.832], [-0.960, -0.564, -1.134]],
  "atomic_forces_ev_per_a": [[-2.12, 1.19, -0.38], [-0.95, -0.30, 0.46], [0.44, 0.90, 0.49], [0.94, -1.35, 1.67], [-3.08, 2.79, -1.90], [-0.32, -0.19, -0.45], [-0.02, 0.53, 0.41], [0.40, -0.67, -0.10], [2.66, 0.81, -1.49], [0.82, 0.08, 0.38], [0.03, -0.79, -0.20], [-0.40, -0.35, -0.02], [-0.70, -0.31, 1.67], [0.46, 0.30, 0.12], [-1.16, 0.75, -0.94], [1.82, -2.70, 0.33], [1.29, 0.51, 0.25], [-0.12, -1.19, -0.32]],
  "homo_energy_ev": -9.660,
  "orbital_gap_ev": 10.4,
  "smiles": "C[C@H](CO)NC(N)=O"
}

=====

Entry 6:
{
  "formula": "C4H10N2O2",
  "method": "ωB97M-V/def2-TZVPD",
  "symbols": ["H", "C", "O", "C", "O", "H", "N", "H", "N", "H", "H", "H", "C", "H", "C", "H", "H", "H"],
  "positions_angstrom": [[0.093, 2.605, 0.035], [-1.105, -0.511, -0.334], [-0.232, 0.135, 1.497], [1.486, 0.084, -0.244], [-1.240, -1.083, -1.323], [2.805, -1.652, -0.134], [1.847, -1.119, 0.295], [0.358, -0.627, 1.517], [-2.214, -0.491, 0.575], [1.085, -1.887, 0.044], [-2.719, -1.581, 0.638], [-2.373, 0.136, 1.405], [0.043, 0.439, 0.078], [1.645, 0.064, -1.256], [-0.321, 1.672, -0.519], [-1.571, 1.587, -0.465], [2.422, 0.787, -0.163], [-0.013, 1.443, -1.644]],
  "atomic_forces_ev_per_a": [[-0.66, -1.46, -1.47], [-1.25, 2.16, 3.39], [2.90, 2.48, 0.38], [1.88, 2.32, -0.92], [0.40, -3.26, -4.81], [-3.41, 2.45, 1.52], [1.82, -7.88, 0.27], [0.27, -0.30, 1.29], [-2.73, -3.73, 0.30], [1.95, 1.93, 0.45], [1.79, 4.76, -0.42], [0.91, -1.57, -1.35], [0.19, -3.18, 2.79], [-0.94, -0.23, -3.35], [-3.48, 2.67, -1.29], [3.25, 1.45, -0.43], [-2.19, -0.05, 1.44], [-0.74, 1.44, 2.20]],
  "homo_energy_ev": -9.071,
  "orbital_gap_ev": 9.8,
  "smiles": "C[C@](O)(CN)C(N)=O"
}